Here is a 9-piece molecular cluster, C23H48N2O11 overall from OMol25. Energies are from ωB97M-V with the def2-TZVPD basis set.

LUMO: 0.11 eV
relative energy (zero: lowest compared OMol25 entry of this formula, charge and spin): 0.0 kJ/mol
orbital gap: 0.3481 Eh
SMILES: C[N+](=O)[O-].C[N+](=O)[O-].CC(C)=O.CC(C)=O.CC(C)=O.CC(C)=O.CC(C)=O.CC(C)=O.CC(C)=O

```
84
C23H48N2O11, DFT ωB97M-V with the def2-TZVPD basis set
H 1.631 -4.236 1.697
H -4.082 -1.637 0.413
O 2.814 1.676 1.345
H -0.686 2.695 -1.973
H 1.716 -2.351 -5.058
H -2.443 2.067 0.736
H 4.674 0.560 -0.082
O -0.642 -0.700 5.212
O -1.075 3.591 4.181
C -2.401 -2.656 -0.488
C 4.304 -0.265 -0.675
H -4.049 -1.774 -1.424
C -4.048 3.512 -1.921
O -3.303 3.681 4.198
C 0.486 0.191 -5.204
H 0.398 -2.497 -6.160
C -0.007 -1.155 -4.658
C -2.226 -3.550 -1.685
H -1.389 -4.266 -1.447
H 2.575 -2.113 -1.497
H 3.249 1.356 4.506
H -4.187 3.589 -0.827
C -1.323 2.001 0.783
H -0.980 2.614 1.667
H 5.161 -0.824 -1.022
C -0.820 0.646 0.925
C 3.669 1.451 3.500
H 0.596 -2.822 1.261
H 1.966 3.666 3.746
H -0.333 -1.135 -0.134
O -2.972 1.539 -2.572
O 1.036 -2.096 5.326
C 3.469 0.129 -1.866
H 3.811 -0.975 -0.032
H 0.737 2.604 3.051
H -1.739 1.145 3.757
C 1.762 -2.796 -1.457
C -0.820 -2.677 4.008
H 4.266 0.574 3.256
H 1.843 -3.461 -2.324
C 0.633 -2.373 -5.123
H 2.303 -2.592 1.355
H 1.961 1.400 -2.586
H 0.174 0.386 -6.254
H 0.110 1.010 -4.492
H 0.790 -2.291 -1.551
H -2.902 -0.709 -0.470
H 3.356 2.294 -1.910
H -3.335 1.342 4.488
N -2.228 3.130 4.328
H -1.894 1.321 5.465
O 3.505 -0.491 -2.912
O -0.815 0.151 2.048
C -2.301 1.683 4.538
C -3.508 -1.568 -0.493
H 1.747 3.844 2.163
H -1.196 -2.176 3.116
C 1.722 3.025 2.893
H -3.170 -4.130 -1.930
H 2.096 1.565 -0.808
C 1.533 -3.393 1.077
C 2.658 1.960 2.511
H 0.288 -3.244 -4.568
H 1.549 0.308 -5.214
H 0.754 0.159 -0.263
N -0.053 -1.716 4.864
H 4.412 2.206 3.418
H -3.889 4.585 -2.210
H -2.111 -2.891 -2.614
C -0.308 -0.065 -0.219
C -1.516 3.440 -2.107
C -2.851 2.735 -2.264
O -1.784 -2.868 0.543
H -0.779 0.306 -1.080
O 1.581 -4.985 -0.625
C 1.602 -3.816 -0.306
H -1.669 -3.056 4.604
H -0.959 2.418 -0.144
H -0.149 -3.536 3.812
H -4.932 3.076 -2.281
H -1.209 4.001 -2.985
O -0.924 -1.247 -3.844
C 2.684 1.431 -1.760
H -1.615 4.072 -1.271
```

---

Here is a 6-piece molecular cluster, C23H49FO10 overall from OMol25. Energies are from ωB97M-V with the def2-TZVPD basis set.

LUMO: 0.18 eV
orbital gap: 0.3660 Eh
SMILES: O=C1OC[C@@H](F)O1.CCOC(C)=O.CCOC(C)=O.CCOCC.CCOCC.CCOCC

```
83
C23H49FO10, DFT ωB97M-V with the def2-TZVPD basis set
H 0.516 -1.549 -1.458
C -1.502 0.295 11.448
C 0.127 7.148 2.659
C -0.229 -4.648 -8.721
H 8.672 1.584 -1.709
C -2.630 -6.240 -11.028
C 8.590 0.432 -3.492
H 7.930 0.127 -4.305
H 4.925 0.869 -0.141
O 6.692 1.362 -2.326
H -3.040 -5.980 -12.003
C 4.970 0.231 -1.023
H -0.880 5.583 1.551
F -7.617 -4.592 -4.227
H 6.659 -0.636 -2.193
H -2.294 0.378 12.193
O -1.415 1.418 10.578
H 2.681 6.749 4.741
H -0.821 -2.565 -1.666
C -0.751 -2.072 0.471
H -1.846 -0.638 11.001
H 8.795 -0.546 -3.057
O -7.174 -1.134 -6.425
H -0.601 1.529 2.158
C -1.471 -5.290 -10.609
C -5.609 -3.327 -4.375
C -6.808 -2.161 -5.843
H 0.840 0.688 2.816
H 0.000 -3.654 -9.106
H -6.167 -5.124 -5.517
O -1.959 -1.013 2.658
H 8.048 2.414 -3.194
H -0.179 -2.928 0.828
C 1.984 7.408 5.258
O -7.101 -3.395 -6.150
H -0.640 0.791 3.832
H -4.552 -3.525 -4.551
H -2.323 3.795 9.230
H -3.326 2.664 8.266
O -0.413 -0.891 1.086
H 9.518 0.651 -4.020
H -3.412 2.241 10.581
H -3.547 -6.235 -10.440
C -0.249 0.734 2.817
C 0.553 6.786 5.081
H -1.025 -0.836 -1.364
C 8.040 1.504 -2.593
C -2.676 1.730 9.961
H 4.223 0.415 -1.795
H 0.680 -4.192 -6.852
C -0.878 -0.516 2.222
C -0.481 -1.729 -1.055
H 7.093 0.035 -0.800
O -1.479 -5.176 -9.177
O -5.966 -2.087 -4.906
H -0.213 -5.737 -6.862
C -0.343 6.516 1.380
H 2.057 8.400 4.811
H -5.792 -3.352 -3.301
H 2.188 7.607 6.311
H -3.109 0.833 9.517
H 0.701 0.257 11.423
C -0.211 -4.706 -7.214
H -1.094 7.181 0.955
C -6.616 -4.233 -5.077
H 0.385 5.908 5.703
H 0.179 0.842 12.820
C 6.416 0.261 -1.624
H -0.068 7.619 5.412
O -0.045 8.321 2.799
H 4.874 -0.814 -0.726
H -0.008 -0.902 12.675
H -2.270 -7.269 -11.020
H -1.078 -4.187 -6.806
O 0.390 6.253 3.701
H 0.566 6.447 0.782
C -0.096 0.040 12.135
H -1.507 2.482 8.362
H -0.529 -5.694 -10.980
C -2.426 2.771 8.871
H -1.700 -4.281 -10.953
H 0.689 -5.152 -9.023
H -1.809 -2.298 0.609
```

---

Here is C23H49N3O18Zr as an isolated structure from OMol25. Energies are from ωB97M-V with the def2-TZVPD basis set.

LUMO: -1.85 eV
relative energy (zero: lowest compared OMol25 entry of this formula, charge and spin): 476.7 kJ/mol
orbital gap: 0.1169 Eh

```
94
C23H49N3O18Zr, DFT ωB97M-V with the def2-TZVPD basis set
C 1.090 9.991 -21.775
H 0.133 17.927 -17.836
H 1.439 15.613 -21.479
H 1.756 16.482 -20.065
C 8.278 16.497 -19.824
H 0.167 15.476 -18.813
H 4.533 11.695 -20.927
H -3.797 17.257 -16.787
C -1.686 11.419 -19.854
H 6.445 16.783 -16.471
H 0.211 10.429 -22.250
O 2.846 11.481 -22.068
H -0.609 13.469 -15.380
H 0.031 19.871 -19.463
H -0.045 19.035 -16.492
O -1.743 19.020 -17.405
H 0.228 14.289 -16.765
H 1.898 13.183 -17.601
H 2.201 15.589 -17.464
H 3.192 13.887 -22.456
O -2.159 17.607 -19.085
Zr -1.966 16.877 -21.112
H 3.814 17.029 -20.333
H 2.305 17.591 -23.577
C 0.102 15.112 -19.859
H -4.271 18.971 -17.048
C 0.912 16.141 -20.677
H -2.263 11.443 -20.775
H 10.160 16.903 -19.003
O 0.127 17.260 -21.116
C 5.760 16.802 -15.621
H -0.512 15.714 -25.874
H 9.187 18.396 -19.329
O -1.251 15.063 -20.259
O -2.357 16.164 -23.086
C 9.178 17.372 -18.968
C 1.961 11.072 -21.158
O 3.491 17.417 -15.854
O -2.651 15.233 -16.307
H 1.662 9.528 -22.575
H 8.780 17.355 -17.953
H -0.622 11.453 -20.087
C 4.051 12.192 -21.767
H 3.281 12.738 -16.829
H -0.308 15.807 -23.526
H 4.533 17.510 -18.887
H 4.667 14.375 -21.688
C -1.330 15.626 -23.906
C 5.915 16.590 -20.270
H 3.292 16.384 -22.646
H 5.912 17.823 -15.272
C -0.288 18.887 -17.544
C 3.278 17.134 -23.432
O -0.824 16.330 -15.965
O 6.043 16.324 -21.440
C -1.353 16.204 -25.342
H -4.612 17.785 -18.274
H -0.255 20.939 -18.087
H -1.112 17.291 -25.277
H 4.143 15.795 -19.165
C -0.717 14.027 -16.304
H -1.293 13.494 -17.054
O 6.905 16.678 -19.393
H 0.579 14.136 -19.707
C 4.342 16.586 -16.051
N -2.036 10.142 -19.206
O 1.957 11.342 -19.984
H 3.204 13.981 -20.717
H 1.323 20.013 -18.297
O -2.547 16.070 -25.920
O 4.138 15.450 -16.708
C 0.239 20.023 -18.402
C -2.528 18.274 -18.097
H -1.865 12.339 -19.306
C -3.886 18.066 -17.513
C 3.821 13.703 -21.573
N -1.455 15.309 -16.123
C 2.826 14.916 -16.865
H 8.263 16.869 -20.851
H 3.382 13.559 -18.458
H 4.007 17.912 -23.231
H 4.590 12.160 -22.710
H -1.537 14.554 -23.833
C 4.561 16.691 -19.612
H 2.332 14.905 -15.887
H 0.798 9.261 -21.027
O 4.795 15.853 -24.613
O 2.811 16.028 -25.420
C 2.928 13.544 -17.471
H 6.005 16.126 -14.804
H 8.511 15.436 -19.861
O -2.376 10.149 -18.038
O -1.979 9.146 -19.892
N 3.665 16.304 -24.606
```

---

Here is C23H49N4P3PtS as an isolated structure from OMol25. Energies are from ωB97M-V with the def2-TZVPD basis set.

<S²>: 6.040
charge: +4
LUMO (alpha / beta): -10.97 / -14.96 eV
relative energy (zero: lowest compared OMol25 entry of this formula, charge and spin): 177.9 kJ/mol
2S+1: 5
orbital gap (alpha / beta): 0.2548 / 0.2037 Eh

```
81
C23H49N4P3PtS, DFT ωB97M-V with the def2-TZVPD basis set
H 2.984 -1.675 0.247
H -3.424 2.832 2.218
H -3.450 0.444 0.210
C 1.165 -0.885 -2.847
H -1.661 -1.027 -6.870
H 0.586 -0.415 3.894
C -1.172 -3.215 2.015
H -2.703 -3.301 -6.647
H 1.443 4.176 2.577
C -2.585 -2.660 -5.762
C -2.652 2.543 1.500
H -3.561 -4.035 -4.419
H -1.102 -3.768 1.074
C -1.634 -0.666 -4.764
H -1.892 3.334 1.534
H -2.909 -2.746 -2.328
H -1.518 -0.645 -2.684
H 2.861 0.347 0.120
H 0.749 0.109 -3.023
H -0.136 0.905 -5.738
N 2.777 2.530 2.357
P -1.902 0.963 2.077
H 4.275 1.144 1.782
H 0.505 -3.801 -0.498
H 1.991 0.579 2.214
H -3.017 2.388 0.485
H 2.378 -1.731 2.110
H -2.138 0.981 -2.164
C 0.973 3.060 0.230
H 4.789 2.873 1.789
C 1.630 -2.531 2.092
H -4.152 0.427 2.756
H 0.276 -2.100 4.355
H -0.820 0.952 4.281
C 1.691 1.605 1.984
H -0.860 -3.204 -1.474
C -1.927 -1.429 -5.904
H 0.687 -3.587 -2.254
C -2.630 -2.404 -3.332
H 0.068 3.285 0.805
C 0.225 -3.179 -1.351
H -2.970 -0.706 3.417
C -1.892 -1.241 -3.519
C 3.238 3.649 -0.240
Pt -0.688 -0.270 0.215
N 2.031 4.028 0.542
H 0.713 -1.580 -3.555
C 2.573 1.349 -0.186
H 1.735 -3.097 3.027
C -1.757 0.936 -1.132
C -2.953 -3.134 -4.505
H -0.844 2.569 3.569
P -0.037 -1.773 1.969
C 2.348 3.911 2.003
H 0.786 1.855 2.544
H 3.168 4.608 2.228
C -3.272 -0.170 2.518
H -0.896 -3.866 2.856
H -2.200 -2.861 2.149
H -1.094 -1.021 4.069
N 3.685 2.259 0.077
C -1.414 1.648 3.700
N 1.354 1.662 0.565
H 0.781 3.075 -0.847
P 0.888 -1.476 -1.152
H 4.052 4.352 0.001
H 2.314 1.366 -1.245
H -1.443 1.960 -0.845
C -2.603 0.055 -0.349
H 1.834 -3.207 1.261
H -2.738 -0.954 -0.754
H -2.333 1.875 4.247
C 2.674 -1.876 -0.784
C -0.084 -1.267 3.738
H -3.544 -0.890 1.742
H 2.813 -2.946 -0.992
C 3.973 2.176 1.554
H 3.003 3.707 -1.314
H 3.331 -1.304 -1.453
H 2.231 -0.838 -3.058
S -0.970 0.965 -4.709
```

---

Here is a 3-piece molecular cluster, C23H49NO3PS overall from OMol25. Energies are from ωB97M-V with the def2-TZVPD basis set.

<S²>: 0.754
LUMO (alpha / beta): 0.25 / 0.22 eV
relative energy (zero: lowest compared OMol25 entry of this formula, charge and spin): 0.0 kJ/mol
2S+1: 2
orbital gap (alpha / beta): 0.3209 / 0.3349 Eh

```
78
C23H49NO3PS, DFT ωB97M-V with the def2-TZVPD basis set
C -5.128 -0.883 -1.779
C 4.489 -0.742 -3.962
H 1.992 -2.020 -0.377
C -5.251 -0.730 -3.303
H 3.674 0.463 0.267
H -6.299 0.894 -1.545
C 3.789 0.185 4.101
H -4.958 2.345 -4.202
H 1.398 -1.106 -2.404
H 1.852 0.098 -3.587
C 4.857 -0.747 3.534
H 5.002 1.813 4.834
H 3.470 1.114 -2.057
C 4.264 1.107 5.226
C 4.859 0.387 6.435
H -6.238 -2.021 -0.290
C -1.552 -0.611 -0.568
H -3.338 1.314 -2.766
H -5.731 3.036 -0.558
H -2.617 -1.143 -3.725
C 2.334 -1.210 0.270
H 4.157 -0.093 -4.776
H 5.682 0.642 2.086
H 3.395 0.804 3.288
H 4.389 -1.388 2.782
H -5.433 -1.707 -3.754
N -3.756 -1.323 -1.394
C 6.028 -0.010 2.891
H -4.135 0.126 1.363
H 3.666 -2.125 -2.532
H 2.946 -0.415 4.455
H 4.331 -1.010 8.010
H 1.457 -0.646 0.600
H 2.992 0.003 7.469
H 1.888 1.032 -1.325
H 5.023 -0.123 -3.239
O -5.503 2.331 -3.405
H -5.777 -2.948 -1.731
H -2.429 1.466 0.942
H -1.145 -1.504 -2.830
H 5.747 -0.177 6.135
H -2.249 1.700 -1.459
C 2.244 -0.515 -2.768
H 5.208 1.139 7.148
H 5.231 -1.418 4.312
H 2.792 -1.665 1.149
C -5.475 0.411 -1.019
P -3.830 1.433 0.957
H -0.720 0.072 -0.757
C -6.110 -1.977 -1.369
H 6.567 0.605 3.614
H 6.744 -0.716 2.466
H 2.837 -2.109 -4.069
C 3.325 -0.295 -0.440
H -4.382 -0.280 -3.772
H -6.105 -0.094 -3.527
C -4.806 2.870 -1.118
C 3.876 -0.545 7.135
H 3.541 -1.347 6.475
S -4.623 2.782 2.111
H 4.210 -0.868 -0.730
O -5.037 4.458 -2.867
H -1.925 -0.484 0.443
C 2.732 0.416 -1.655
H -7.083 -1.738 -1.806
H -1.175 -1.631 -0.632
C -1.919 -0.754 -2.990
C -5.085 3.313 -2.538
C 3.306 -1.462 -3.324
H -1.422 0.128 -3.399
C -2.606 -0.399 -1.652
H 3.415 1.714 5.557
H -5.865 0.138 -0.035
H -4.087 3.599 -0.743
O -3.698 -2.010 -0.320
C -3.105 1.072 -1.729
H 5.205 -1.454 -4.374
C -4.314 1.435 -0.850
```

---

Let's list strongest force on any atom in order: 3.4 6.8 7.1 3.6 0.8 eV/Å.
Let's list E in order: -50124.455 -47834.096 -67239.682 -72508.838 -52401.488 eV.
Let's list molar mass in order: 528.6 504.6 746.9 701.7 450.7 Da.